No. 1
Computed, not measured: 10 unconnected molecules or ions with the total composition C47H109N5O10, with the ωB97M-V functional and the def2-TZVPD basis.

Structure (XYZ):
```
171
Properties=species:S:1:pos:R:3
C -25.97 -14.48 12.49
C -24.48 -14.83 12.21
C -24.41 -16.37 12.06
C -23.96 -14.22 10.80
C -23.99 -12.73 10.88
C -23.05 -12.13 11.90
C -23.27 -12.92 13.35
C -21.88 -12.78 13.94
C -24.35 -12.23 14.25
N -23.56 -14.40 13.21
O -23.54 -15.14 14.38
H -26.60 -14.85 11.68
H -26.33 -14.81 13.47
H -26.15 -13.41 12.52
H -25.06 -16.69 11.25
H -23.43 -16.84 11.98
H -24.81 -16.74 13.00
H -22.95 -14.60 10.62
H -24.60 -14.54 9.98
H -23.92 -12.35 9.86
H -24.99 -12.37 11.13
H -23.39 -11.09 11.92
H -22.01 -12.07 11.60
H -21.92 -13.33 14.88
H -21.59 -11.74 14.05
H -21.16 -13.22 13.24
H -24.07 -11.72 15.17
H -25.31 -12.73 14.42
H -24.55 -11.37 13.61
H -24.35 -14.89 14.83
C -7.20 -19.02 -2.05
C -6.73 -18.18 -3.39
C -6.14 -19.16 -4.41
C -7.98 -17.47 -3.88
C -7.74 -16.11 -4.52
C -6.99 -15.20 -3.61
C -5.53 -15.79 -3.29
C -4.62 -15.72 -4.49
C -4.93 -14.94 -2.15
N -5.68 -17.22 -2.87
O -4.47 -17.87 -2.54
H -7.47 -18.33 -1.25
H -8.16 -19.48 -2.28
H -6.36 -19.60 -1.68
H -6.19 -18.78 -5.43
H -5.12 -19.49 -4.25
H -6.69 -20.08 -4.19
H -8.39 -18.00 -4.74
H -8.79 -17.41 -3.16
H -7.33 -16.15 -5.53
H -8.67 -15.68 -4.87
H -7.56 -15.13 -2.68
H -6.87 -14.16 -3.93
H -4.27 -14.74 -4.81
H -4.84 -16.26 -5.42
H -3.67 -16.19 -4.22
H -5.76 -14.83 -1.45
H -4.53 -13.97 -2.44
H -4.11 -15.35 -1.57
H -4.67 -18.18 -1.65
C -13.20 -26.07 -3.38
C -13.74 -25.68 -4.75
C -15.14 -26.25 -4.97
C -14.00 -24.16 -4.61
C -14.38 -23.43 -5.92
C -13.35 -23.74 -6.98
C -13.07 -25.21 -7.21
C -14.20 -25.85 -8.06
C -11.68 -25.34 -8.02
N -12.77 -25.84 -5.93
O -12.42 -27.20 -6.07
H -12.22 -25.60 -3.26
H -13.90 -25.85 -2.57
H -12.99 -27.13 -3.26
H -15.73 -25.90 -5.82
H -15.05 -27.30 -5.23
H -15.84 -26.20 -4.14
H -14.89 -24.11 -3.98
H -13.32 -23.58 -3.99
H -15.40 -23.68 -6.20
H -14.34 -22.36 -5.70
H -12.38 -23.37 -6.65
H -13.50 -23.18 -7.90
H -15.22 -25.73 -7.67
H -14.04 -26.93 -8.15
H -14.13 -25.32 -9.01
H -10.77 -25.12 -7.46
H -11.74 -24.74 -8.93
H -11.53 -26.35 -8.40
H -13.00 -27.59 -6.72
C -7.89 -18.24 8.90
C -7.86 -18.80 7.40
C -8.85 -19.96 7.36
C -8.57 -17.73 6.55
C -7.58 -16.58 6.16
C -6.32 -17.05 5.46
C -5.56 -18.22 6.19
C -4.72 -19.06 5.21
C -4.53 -17.58 7.19
N -6.52 -19.19 6.83
O -5.99 -20.20 7.48
H -7.36 -18.87 9.61
H -7.36 -17.30 9.02
H -8.93 -17.99 9.13
H -8.83 -20.36 6.35
H -8.46 -20.61 8.14
H -9.90 -19.87 7.63
H -8.96 -18.10 5.61
H -9.41 -17.26 7.07
H -8.07 -15.79 5.59
H -7.26 -16.07 7.07
H -5.71 -16.15 5.43
H -6.59 -17.34 4.44
H -4.35 -18.38 4.44
H -5.29 -19.78 4.62
H -3.84 -19.50 5.68
H -3.96 -16.79 6.71
H -3.88 -18.36 7.60
H -5.02 -17.21 8.09
H -5.56 -19.81 8.24
C -16.21 -13.71 0.41
C -16.61 -14.66 1.50
C -15.35 -14.89 2.32
C -17.56 -13.92 2.30
C -18.29 -14.69 3.35
C -18.99 -15.95 2.70
C -18.01 -16.75 1.79
C -17.17 -17.67 2.64
C -18.89 -17.83 1.10
N -17.18 -15.88 0.88
O -16.31 -16.59 0.05
H -15.60 -14.10 -0.41
H -17.09 -13.53 -0.21
H -15.78 -12.77 0.74
H -15.28 -14.42 3.30
H -15.03 -15.93 2.45
H -14.47 -14.46 1.83
H -17.09 -13.08 2.82
H -18.28 -13.57 1.56
H -17.65 -15.09 4.14
H -19.02 -14.01 3.80
H -19.94 -15.70 2.24
H -19.32 -16.59 3.52
H -17.79 -18.35 3.21
H -16.46 -17.21 3.34
H -16.60 -18.30 1.96
H -18.29 -18.73 0.96
H -19.38 -17.45 0.20
H -19.76 -18.09 1.70
H -15.70 -17.01 0.67
C -22.92 -22.66 6.65
O -23.37 -23.80 7.40
H -23.54 -22.52 5.77
H -22.99 -21.72 7.19
H -21.85 -22.77 6.49
H -23.64 -24.46 6.76
C -15.56 -14.06 10.09
O -15.46 -15.47 9.77
H -14.78 -13.54 9.53
H -16.52 -13.65 9.77
H -15.40 -13.94 11.16
H -16.19 -15.83 10.28
O -20.04 -14.46 -4.45
H -19.62 -15.07 -3.84
H -19.32 -13.92 -4.77
O -13.65 -8.20 6.05
H -13.86 -7.40 5.57
H -14.34 -8.82 5.80
O -17.68 -10.62 -6.70
H -18.58 -10.47 -7.00
H -17.13 -10.26 -7.40
```

Calculated values
**Total charge**: 0
**LUMO level**: 0.354 eV
**Energy relative to the best compared isomer or geometry (same formula, charge and spin)**: 161.0 kcal per mole
**Structure (SMILES)**: CC1(C)CCCC(C)(C)N1O.CC1(C)CCCC(C)(C)N1O.CC1(C)CCCC(C)(C)N1O.CC1(C)CCCC(C)(C)N1O.CC1(C)CCCC(C)(C)N1O.CO.CO.O.O.O
**Orbital gap**: 8.151 eV
**Spin multiplicity**: 1

---

No. 2
Computed, not measured: a molecular structure, C4H6Cl2N3, with the ωB97M-V functional and the def2-TZVPD basis.

Structure (XYZ):
```
15
Properties=species:S:1:pos:R:3
C 1.64 0.81 1.38
C 1.83 0.36 -0.86
C -0.45 0.37 0.22
C 0.38 0.51 -1.07
N 2.40 0.40 0.27
N 0.37 0.79 1.29
N 0.06 -1.27 -1.75
Cl 2.80 -0.05 -2.20
Cl -0.24 1.53 -2.35
H 2.15 1.41 2.11
H -1.35 0.98 0.32
H -0.57 -0.67 0.37
H -0.16 1.01 2.19
H 1.02 -1.56 -1.93
H -0.23 -1.18 -2.72
```

Calculated values
**Total charge**: +1
**LUMO level (alpha / beta)**: -5.888 / -5.888 eV
**Energy relative to the best compared isomer or geometry (same formula, charge and spin)**: 71.4 kcal per mole
**Orbital gap (alpha / beta)**: 8.271 / 8.271 eV
**Spin multiplicity**: 1

---

No. 3
Computed, not measured: a molecular structure, C59H51ClO3PRuSSb2, with the ωB97M-V functional and the def2-TZVPD basis.

Structure (XYZ):
```
119
Properties=species:S:1:pos:R:3
Ru 13.67 12.83 12.26
C 11.27 17.56 12.57
C 12.58 18.16 13.08
C 13.71 18.70 12.09
Sb 14.86 17.16 11.08
C 16.80 18.04 11.26
C 17.23 18.89 10.23
C 18.43 19.55 10.42
C 19.13 19.38 11.60
C 18.70 18.54 12.61
C 17.56 17.79 12.40
C 14.53 17.34 8.97
C 15.32 16.56 8.09
C 15.16 16.74 6.75
C 14.22 17.65 6.26
C 13.42 18.38 7.10
C 13.59 18.24 8.48
Sb 11.34 15.96 11.17
C 10.28 16.98 9.60
C 9.13 17.82 9.81
C 8.35 18.21 8.74
C 8.74 17.82 7.47
C 9.88 17.10 7.23
C 10.62 16.68 8.29
C 9.56 15.08 12.01
C 8.32 15.16 11.37
C 7.21 14.60 11.98
C 7.36 13.97 13.22
C 8.58 13.87 13.83
C 9.70 14.45 13.24
H 10.60 18.34 12.16
H 10.67 17.17 13.39
H 13.09 17.40 13.67
H 12.40 19.04 13.72
H 14.49 19.14 12.69
H 13.37 19.48 11.38
H 16.64 19.02 9.32
H 18.74 20.24 9.66
H 20.04 19.94 11.71
H 19.21 18.39 13.58
H 17.20 17.12 13.18
H 16.08 15.93 8.53
H 15.71 16.13 6.07
H 14.13 17.76 5.16
H 12.69 19.07 6.65
H 12.91 18.73 9.13
H 8.84 17.97 10.86
H 7.43 18.67 8.95
H 8.06 18.04 6.67
H 10.14 16.82 6.20
H 11.56 16.12 8.14
H 8.19 15.59 10.40
H 6.23 14.58 11.54
H 6.49 13.54 13.69
H 8.67 13.43 14.80
H 10.64 14.40 13.78
O 14.92 14.27 10.61
S 16.19 13.88 11.30
O 17.16 14.91 11.33
O 15.90 13.24 12.63
C 16.84 12.54 10.34
C 18.04 12.70 9.63
C 18.59 11.63 8.94
C 17.99 10.39 8.94
C 16.83 10.19 9.64
C 16.27 11.23 10.37
P 14.85 10.87 11.44
C 13.86 9.61 10.60
C 13.26 8.56 11.28
C 12.51 7.60 10.61
C 12.40 7.71 9.23
C 12.99 8.74 8.53
C 13.70 9.72 9.22
C 15.53 10.03 12.91
C 16.32 8.90 12.77
C 16.77 8.30 13.97
C 16.39 8.76 15.22
C 15.57 9.88 15.35
C 15.13 10.46 14.16
H 18.51 13.68 9.65
H 19.54 11.78 8.42
H 18.45 9.57 8.39
H 16.37 9.19 9.63
H 13.34 8.56 12.38
H 11.96 6.85 11.16
H 11.81 6.93 8.70
H 12.78 8.86 7.46
H 14.10 10.56 8.65
H 16.64 8.59 11.78
H 17.31 7.36 13.92
H 16.68 8.20 16.05
H 15.28 10.27 16.29
H 14.48 11.35 14.24
Cl 13.43 14.74 13.66
C 8.03 8.83 13.36
C 8.64 9.37 14.47
C 9.78 10.16 14.32
C 10.31 10.41 13.06
C 9.73 9.78 11.97
C 8.58 8.99 12.11
C 11.45 11.34 12.85
C 11.90 12.05 11.81
C 11.33 12.37 10.49
C 9.94 12.53 10.36
C 9.36 12.90 9.18
C 10.13 13.14 8.06
C 11.51 13.16 8.15
C 12.08 12.71 9.33
H 7.09 8.24 13.45
H 8.28 9.17 15.46
H 10.25 10.66 15.17
H 10.21 9.84 10.98
H 8.14 8.46 11.30
H 12.08 11.39 13.76
H 9.35 12.37 11.26
H 8.29 13.02 9.14
H 9.65 13.41 7.10
H 12.12 13.38 7.29
H 13.17 12.65 9.37
```

Calculated values
**Total charge**: +1
**LUMO level (alpha / beta)**: -2.521 / -4.687 eV
**Energy relative to the best compared isomer or geometry (same formula, charge and spin)**: 0.0 kcal per mole
**Orbital gap (alpha / beta)**: 7.554 / 5.405 eV
**Spin multiplicity**: 5
**Expectation value of S²**: 6.051

---

No. 4
Computed, not measured: a molecular structure, C23H23F6N3OSbW, with the ωB97M-V functional and the def2-TZVPD basis.

Structure (XYZ):
```
58
Properties=species:S:1:pos:R:3
W 0.53 -0.03 0.14
C 2.71 -1.36 0.28
C 1.98 -1.49 1.48
C 1.67 -0.36 2.24
C 2.16 0.92 1.86
C 2.84 1.05 0.66
C 3.08 -0.07 -0.15
H 2.95 -2.23 -0.31
H 1.64 -2.47 1.80
H 1.09 -0.46 3.15
H 1.96 1.78 2.49
H 3.16 2.03 0.32
H 3.59 0.05 -1.10
C 0.48 3.52 0.75
C -0.49 2.68 1.53
C -1.30 3.38 2.43
C -2.21 2.74 3.22
C -2.33 1.35 3.10
C -1.54 0.68 2.21
N -0.60 1.33 1.41
C -1.68 -0.76 2.00
C -2.54 -1.61 2.67
C -2.59 -2.95 2.29
C -1.83 -3.43 1.23
C -0.98 -2.55 0.58
N -0.90 -1.27 1.01
C -0.21 -2.83 -0.64
C -0.19 -4.06 -1.23
C 0.43 -4.22 -2.47
C 0.96 -3.10 -3.08
C 0.95 -1.85 -2.45
C 1.47 -0.68 -3.22
N 0.41 -1.73 -1.21
H -0.09 4.28 0.21
H 1.07 2.99 0.02
H 1.13 4.05 1.44
H -1.18 4.46 2.49
H -2.83 3.29 3.92
H -3.05 0.82 3.70
H -3.18 -1.25 3.46
H -3.26 -3.62 2.81
H -1.92 -4.46 0.92
H -0.68 -4.91 -0.76
H 0.45 -5.18 -2.96
H 1.40 -3.18 -4.06
H 2.02 -1.04 -4.09
H 2.12 -0.02 -2.66
H 0.63 -0.08 -3.58
F 0.84 1.27 -1.22
Sb -0.54 3.31 -3.25
F 1.03 2.74 -4.04
F 0.34 4.74 -2.48
F -1.67 4.15 -4.40
F -1.38 3.07 -1.57
F -1.13 1.51 -3.39
O -1.31 0.29 -0.96
H -2.13 -0.22 -0.92
H -1.38 1.01 -1.65
```

Calculated values
**Total charge**: +4
**LUMO level (alpha / beta)**: -14.683 / -15.413 eV
**Energy relative to the best compared isomer or geometry (same formula, charge and spin)**: 4.3 kcal per mole
**Orbital gap (alpha / beta)**: 6.605 / 5.873 eV
**Spin multiplicity**: 2
**Expectation value of S²**: 0.755

---

No. 5
Computed, not measured: 3 unconnected molecules or ions with the total composition C25H40F6NO7, with the ωB97M-V functional and the def2-TZVPD basis.

Structure (XYZ):
```
79
Properties=species:S:1:pos:R:3
C 6.10 -2.00 0.19
O 5.50 -1.80 -1.12
C 6.48 -1.54 -2.15
C 6.92 0.03 -2.22
C 5.71 1.04 -1.91
C 5.74 1.70 -0.44
C 4.99 3.15 -0.44
C 3.56 3.12 0.29
C 2.31 3.47 -0.68
C 2.39 2.77 -2.13
C 0.95 2.19 -2.64
N 1.12 0.67 -2.65
O 1.97 0.25 -3.65
C -0.18 -0.06 -2.87
O 0.01 -1.50 -2.90
C 0.21 -1.89 -1.51
C -0.96 -2.05 -0.51
C -0.61 -2.43 0.98
C 0.89 -2.64 1.40
C 2.07 -2.53 0.39
C 1.70 -2.15 -1.08
H 5.72 -3.01 0.59
H 7.24 -2.08 0.11
H 5.83 -1.14 0.89
H 7.42 -2.20 -2.03
H 6.00 -1.86 -3.15
H 7.88 0.25 -1.64
H 7.20 0.20 -3.34
H 5.70 1.90 -2.67
H 4.73 0.46 -2.01
H 6.81 1.82 -0.07
H 5.14 1.03 0.28
H 5.00 3.63 -1.47
H 5.67 3.82 0.22
H 3.56 3.94 1.10
H 3.33 2.13 0.84
H 2.28 4.61 -0.81
H 1.37 3.14 -0.11
H 2.76 3.48 -2.94
H 3.14 1.90 -2.04
H 0.65 2.60 -3.66
H 0.15 2.39 -1.84
H 1.56 0.45 -1.72
H 1.93 0.88 -4.41
H -0.63 0.24 -3.90
H -0.96 0.17 -2.07
H -2.05 -1.89 -0.82
H -1.44 -2.54 1.76
H 1.17 -2.90 2.48
H 3.17 -2.68 0.66
H 2.51 -2.04 -1.89
C -4.70 0.47 1.16
C -4.35 1.61 2.10
O -3.14 2.26 1.67
C -3.28 3.16 0.67
O -4.32 3.42 0.13
C -1.94 3.80 0.35
F -0.93 2.90 0.27
F -1.57 4.69 1.30
F -1.94 4.47 -0.82
H -3.86 -0.23 1.07
H -5.57 -0.08 1.53
H -4.92 0.83 0.16
H -4.16 1.21 3.10
H -5.17 2.32 2.19
C -9.71 -4.12 3.46
C -8.77 -3.26 4.27
O -7.43 -3.36 3.77
C -7.14 -2.61 2.69
O -7.93 -1.88 2.14
C -5.68 -2.77 2.29
F -5.28 -4.06 2.29
F -4.85 -2.12 3.14
F -5.41 -2.29 1.06
H -9.35 -5.16 3.43
H -10.72 -4.11 3.89
H -9.77 -3.78 2.43
H -8.74 -3.61 5.30
H -9.10 -2.22 4.30
```

Calculated values
**Total charge**: +1
**LUMO level**: -2.490 eV
**Orbital gap**: 9.221 eV
**Spin multiplicity**: 1

---

Let's list max |F| in order: 5.85, 5.37, 2.03, 0.97, 4.61 eV Å⁻¹.
Let's list calculated total energy in order: -78419.5242, -33750.7137, -116447.8120, -55371.7290, -58686.5614 eV.